# 1
The following is a quantum chemistry calculation of a 2-piece molecular cluster, C7H9N2O2 overall, from the Open Molecules 2025 dataset.

Properties
LUMO energy, eV: -3.41

```
! wB97M-V def2-TZVPD RIJCOSX def2/J DEFGRID3
* xyz 1 1
O -1.3003 0.1233 -2.0415
O -0.6343 -0.4873 -0.0383
N -3.5613 -1.0443 -2.4482
N 0.5811 1.3761 -0.8466
C 0.4565 -0.2436 0.7691
C 0.8545 -0.9021 1.9154
C 2.2867 1.3367 0.9477
C 2.0599 -0.4839 2.4941
C 1.1828 0.8674 0.2949
C -0.5870 0.2703 -1.0912
C 2.7130 0.6454 2.0646
H -3.9281 -0.3668 -3.0734
H 3.5558 1.0977 2.5667
H -2.5429 -0.6923 -2.0872
H 0.1344 -1.7001 2.3242
H 1.0743 1.9205 -1.4786
H -3.4924 -1.9786 -2.8922
H -4.0055 -0.9837 -1.5168
H 2.3340 -1.0356 3.4375
H 2.8187 2.2812 0.6997
*
```


# 2
The following is a quantum chemistry calculation of C35H45F7HgN9O4S4SbSi as an isolated structure, from the Open Molecules 2025 dataset.

Properties
LUMO energy (spin up / spin down), eV: 3.29 / 2.99

```
! wB97M-V def2-TZVPD RIJCOSX def2/J DEFGRID3
* xyz -2 1
Hg 1.5507 0.8492 1.9293
Sb 4.3806 -2.4369 4.6720
S 3.0144 2.0175 3.8002
S -0.3483 2.9284 3.6427
S 3.1326 3.8949 5.9946
S 0.3260 4.7075 5.8843
Si 0.9329 -1.9311 -1.4598
F 5.8724 -2.5913 3.5122
F -4.4820 -2.0199 -0.0485
F 5.2108 -0.9586 5.4968
F 2.8780 -2.2498 5.8029
F 3.5805 -3.9261 3.8338
F 5.2004 -3.5930 5.9270
F 3.5470 -1.2988 3.4004
O 1.4931 2.7660 0.6848
O -0.8925 1.0957 1.2136
O 2.0732 5.6957 7.5950
O 1.1112 4.1969 -0.9704
N 4.5774 1.0713 -1.6993
N 0.6942 -1.1180 2.3926
N -8.2521 -2.5654 -2.0249
N 3.8618 0.7684 0.6183
N -2.1215 2.3240 -2.4552
N -5.4364 -1.2096 -2.6354
N 5.6477 -0.6076 -0.3021
N 6.0268 1.7637 0.1363
N 1.0277 -1.3040 0.1164
C -6.9579 -2.8162 -1.3771
C -0.5880 -2.9688 -1.9076
C -2.2722 0.7809 -0.6380
C -4.4013 -0.5599 -1.9468
C 4.8625 1.7615 1.0363
C -0.2998 -2.8051 3.7285
C -1.0096 2.8627 -1.8674
C -5.8066 -2.5803 -2.3470
C 2.1643 3.1114 4.7487
C -2.8782 -0.3302 -0.0591
C 5.5575 2.0502 -1.2223
C 0.4521 -0.6284 4.7411
C 0.8755 -0.5251 -2.7150
C 3.4482 1.0939 -0.7595
C -2.7898 4.4013 -3.7039
C -2.7431 1.2262 -1.8709
C -6.3990 -0.3953 -3.3652
C -7.2697 0.4410 -2.4890
C -3.9121 -0.9615 -0.6885
C 0.2591 -1.5557 3.5826
C -1.1614 1.4495 0.0725
C 5.1908 -0.2566 -1.6442
C 4.4977 -0.5629 0.6135
C -0.3475 -3.6347 2.6024
C -0.4720 2.4824 -0.6866
C 0.6176 -1.8649 1.2435
C -2.6434 2.9133 -3.6570
C 0.8091 3.2158 -0.2820
C 0.1101 -3.1962 1.3922
C 1.8790 4.9271 6.6817
C 0.8079 3.4918 4.6923
C 6.6012 0.4119 0.1371
C 2.3977 -3.0328 -1.9246
C -3.7862 0.5543 -2.5115
C -4.0093 3.5300 -3.6085
H -0.1374 0.2810 4.6019
H -8.3367 0.4966 -2.6484
H -1.5172 -2.4582 -1.6436
H -2.3547 2.4126 -4.5756
H -4.5240 3.4896 -2.6582
H 3.7487 -1.2978 0.3181
H 3.2865 -2.8107 -1.3298
H -0.6034 -3.9517 -1.4327
H 6.0443 -0.2824 -2.3286
H 2.1543 -4.0866 -1.7580
H 0.1711 0.2506 -2.4001
H 0.1216 -3.8524 0.5348
H 2.7009 0.3632 -1.0602
H 0.5420 -0.9170 -3.6819
H 2.6589 -2.9141 -2.9816
H 3.0089 2.0871 -0.7641
H -8.4312 -3.2708 -2.7300
H 5.1987 1.5202 2.0449
H -0.5227 3.6597 -2.4132
H -4.9209 -3.0964 -1.9877
H -0.5873 -3.1245 -2.9919
H -4.6466 3.4196 -4.4760
H 1.5018 -0.3395 4.8131
H 4.3940 2.7466 1.0419
H -2.4950 4.9491 -2.8197
H 5.0966 3.0397 -1.2362
H -6.0758 -3.0538 -3.3014
H -7.0005 -1.0732 -3.9716
H 0.1610 -1.1110 5.6726
H -5.8629 0.2425 -4.0773
H 4.4550 -0.9946 -1.9700
H -2.5717 4.8980 -4.6387
H -2.5209 -0.6827 0.9021
H 7.4650 0.4008 -0.5338
H 1.8432 -0.0421 -2.8753
H -0.7228 -4.6485 2.6960
H 6.9328 0.1673 1.1476
H 6.4185 2.0476 -1.8973
H 4.8389 -0.7999 1.6164
H -9.0067 -2.6212 -1.3533
H -6.8474 0.9001 -1.6046
H -6.8563 -2.1488 -0.5231
H -0.6226 -3.1421 4.7028
H -4.1023 0.8904 -3.4861
H -6.8656 -3.8425 -1.0004
*
```


# 3
The following is a quantum chemistry calculation of C30H27BrN5O6Ru as an isolated structure, from the Open Molecules 2025 dataset.

Properties
LUMO energy (spin up / spin down), eV: -0.33 / -1.20

```
! wB97M-V def2-TZVPD RIJCOSX def2/J DEFGRID3
* xyz 0 6
Ru 0.4144 0.2750 -0.8967
Br -5.7671 -4.4178 0.0985
O -1.4007 1.5331 -0.3990
O -1.2073 -0.5715 -2.3721
O -1.2923 -1.2772 -0.2790
O 2.2728 0.2600 -2.2920
O 3.9792 -5.6747 1.4429
O 1.6829 -1.7742 5.8363
N -5.0880 -1.8980 -3.0718
N -0.1554 3.3405 -1.0462
N 1.2461 0.1632 1.3145
N 1.4999 -1.7973 -0.5089
N 0.8381 2.4649 -1.1803
C 2.1987 4.5010 -0.9363
C 1.7114 -2.6920 -1.4631
C 2.1744 -3.9703 -1.1952
C 1.0892 -0.3386 4.0326
C 2.9442 -5.7003 0.4764
C 2.2219 -3.3777 1.1120
C 1.3672 -1.3607 3.1379
C 3.2601 0.9832 -2.0730
C -2.5274 3.5996 -0.6904
C -3.7590 3.0084 -0.4245
C -1.3151 2.7418 -0.7162
C 1.4438 -1.0745 1.7820
C -4.9103 3.7797 -0.4055
C -1.7892 -1.1682 -1.4304
C 4.6265 0.4583 -2.4430
C -5.6078 -2.7684 -2.2140
C 1.7343 -2.1262 0.7642
C 2.4392 -4.3245 0.1185
C 0.9050 0.9445 3.5366
C -4.8370 5.1442 -0.6480
C 0.9806 1.1450 2.1719
C -3.6093 5.7371 -0.9127
C -3.8762 -1.4152 -2.8102
C -4.9423 -3.1738 -1.0663
C -3.1410 -1.7661 -1.6837
C -2.4568 4.9688 -0.9366
C 0.9396 -0.6169 5.5016
C 2.0660 3.0353 -1.2331
C 3.1997 2.3101 -1.5472
C -3.6914 -2.6637 -0.7818
H 4.5618 -0.6006 -2.6806
H 3.2529 -6.2283 -0.4311
H 2.3297 -4.6703 -2.0058
H 4.7328 -5.2010 1.0757
H 1.6571 5.0796 -1.6849
H -3.4555 -0.7098 -3.5153
H -6.5924 -3.1609 -2.4406
H 0.6923 1.7762 4.1956
H 1.5072 -2.3631 3.5113
H -5.7371 5.7456 -0.6340
H 3.2453 4.7969 -0.9369
H -0.1265 -0.7638 5.7136
H -5.8664 3.3140 -0.2046
H 5.3357 0.6188 -1.6303
H 1.5151 -1.9969 6.7563
H -3.5519 6.8010 -1.1035
H 0.8176 2.1228 1.7331
H -3.7978 1.9434 -0.2394
H 1.2771 0.2548 6.0713
H 4.1450 2.8331 -1.4876
H 2.1352 -6.2757 0.9295
H -1.4957 5.4166 -1.1465
H 2.4503 -3.6256 2.1387
H 1.7448 4.7455 0.0243
H 5.0034 0.9966 -3.3151
H 1.5039 -2.3608 -2.4733
H -3.1457 -2.9339 0.1115
*
```


# 4
The following is a quantum chemistry calculation of C25H72CsN5O12S as an isolated structure, from the Open Molecules 2025 dataset.

Properties
LUMO energy, eV: -8.18

```
! wB97M-V def2-TZVPD RIJCOSX def2/J DEFGRID3
* xyz 2 1
Cs -0.1458 -1.8882 -1.0635
S -0.3997 1.1757 0.8848
O -3.1557 -1.5710 -0.0514
O 1.4219 -3.1274 4.2240
O 0.3655 0.9480 -0.3456
O 4.7269 0.8633 3.4045
O 0.4340 2.0946 1.6407
O -0.9011 -1.4106 -4.3765
O -2.7664 4.0452 0.9881
O -2.6655 0.6346 3.1182
O -0.7484 0.0083 1.6461
O 4.0287 5.7669 -0.4134
O -1.6896 1.8243 0.5873
O 0.2973 2.8151 3.9200
N 2.7419 -0.7584 0.6295
N -2.0869 -0.6626 -4.5339
N -1.6706 -3.2018 1.9269
N 2.3599 3.6909 0.3949
N 3.3673 -5.1410 5.3089
C 0.8227 -1.9557 3.6233
C 2.4656 -5.2881 4.1236
C -3.2653 1.4581 -4.1967
C -3.3584 -2.7192 -4.7365
C 3.6583 -0.6421 1.7812
C -2.8630 -1.4007 -6.8726
C -4.3686 0.9746 -5.0859
C -3.6003 -4.4819 2.3707
C 4.8754 -1.3866 1.3188
C -3.8620 -0.3599 -0.4252
C 2.9375 3.7360 -0.9066
C -4.4310 -0.5525 -5.0148
C 4.0628 0.8211 2.1227
C -2.9103 -3.5764 1.3061
C -1.8792 0.7659 -4.4568
C 1.9073 4.2879 -1.8309
C 1.3113 -5.8149 5.0207
C -3.7853 -2.2638 0.9566
C 2.0218 -3.9826 3.3600
C -1.3083 1.3619 -5.8545
C 4.5940 2.1462 3.9981
C 4.3255 4.4084 -0.8634
C -1.0119 1.1221 -3.2125
C -3.1349 -1.3314 -5.3286
C 5.1970 6.5868 -0.0519
H 0.3694 2.5457 3.0014
H -1.9934 0.3555 2.4922
H -4.1902 1.2378 -6.1284
H -0.5016 2.4839 4.3369
H 5.2922 2.8759 3.5879
H 1.3271 -4.2462 2.5625
H 3.0263 -4.3871 5.8880
H -4.3852 -3.0637 -4.8596
H -4.7982 -0.4698 -0.9724
H -0.8557 2.1893 -3.0551
H 1.3333 -1.0307 3.8914
H 0.8848 -5.0124 5.6225
H 0.0044 0.7568 -3.3602
H -3.3408 -2.3089 -7.2401
H -0.2153 -1.9371 3.9552
H 2.8100 -5.9401 3.3210
H -5.2379 -0.9624 -5.6223
H -2.2139 3.3521 0.6194
H -2.6662 -4.1250 0.3964
H -2.2611 0.9778 3.9184
H -3.8821 -3.7919 3.1661
H 0.2758 3.7741 3.9567
H 0.9565 3.7556 -1.8026
H 2.1627 4.4879 -2.8716
H -4.4684 -4.8211 1.8057
H 5.0046 3.7942 -0.2720
H -0.4993 -1.3111 -5.2427
H 5.4871 -1.4191 2.2204
H -1.2556 2.4254 -5.6216
H 1.4667 -6.7540 5.5518
H -3.2201 -2.7420 -3.6556
H 1.8233 5.2811 -1.3898
H 0.6628 -1.9583 2.5451
H -4.1873 -1.6087 1.7295
H 2.9166 -3.5021 2.9645
H 4.1664 -4.7603 4.8224
H 1.6702 2.9535 0.3709
H -2.0544 1.3124 -6.6475
H -3.0527 -5.3851 2.6399
H 5.7885 6.1420 0.7483
H -1.7433 -3.1021 2.9293
H 4.8798 7.6156 0.1182
H 3.1302 -0.6563 -0.2973
H -5.3353 1.4085 -4.8301
H -2.2079 4.4896 1.6302
H 3.0843 1.2976 2.1845
H -4.6966 -2.6454 0.4962
H 4.6539 4.4294 -1.9025
H -4.1184 0.3148 0.3916
H -4.6847 -0.8603 -4.0004
H 3.6274 2.5786 3.7399
H 2.0406 -0.0316 0.6207
H -3.5630 1.2163 -3.1764
H 3.1079 3.1489 0.8032
H 5.4762 -1.0163 0.4880
H -2.7414 -3.4804 -5.2141
H -1.5495 -2.2473 1.6198
H 4.5987 -2.4361 1.2185
H -3.2651 0.2183 -1.1306
H -3.3177 -0.6030 -7.4599
H -0.3850 0.9252 -6.2351
H 3.3295 -1.0854 2.7211
H 3.1185 2.7211 -1.2605
H -1.8518 -1.2451 -7.2485
H -3.4887 3.6335 1.4681
H 4.5764 1.2450 1.2598
H -1.3669 0.5408 -2.3615
H -3.2937 2.5473 -4.2275
H 4.6304 1.9918 5.0765
H 5.9522 6.5443 -0.8367
H 0.5286 -5.9781 4.2800
H -3.1892 1.3379 2.7274
*
```


Sequential ΔE to the lowest compared entry with this formula, charge and spin output: 0.646; 0.000; 0.364; 2.593 eV
Sequential total energy output: -14473.379; -139587.201; -123907.278; -70472.939 eV